# 1
{
  "formula": "C4H4",
  "method": "the ωB97M-V functional and the def2-TZVPD basis",
  "species": ["C", "C", "C", "C", "H", "H", "H", "H"],
  "positions_angstrom": [[1.892, 0.136, -0.590], [0.610, 0.069, -0.186], [-0.614, -0.024, 0.209], [-1.895, -0.143, 0.600], [2.369, 0.478, -1.510], [2.661, -0.565, -0.387], [-2.586, 0.513, 0.189], [-2.122, -0.714, 1.532]],
  "orbital_gap_ev": 9.079,
  "smiles": "C=C=C=C"
}



# 2
{
  "formula": "C4H4",
  "method": "the ωB97M-V functional and the def2-TZVPD basis",
  "species": ["C", "C", "H", "H", "C", "C", "H", "H"],
  "positions_angstrom": [[1.794, 0.488, -0.148], [1.203, -0.490, 0.271], [2.488, 1.305, -0.458], [0.853, -1.351, 1.023], [-1.886, 0.426, 0.169], [-1.192, -0.448, -0.360], [-2.144, 1.430, 0.606], [-0.706, -1.242, -0.760]],
  "orbital_gap_ev": 10.601,
  "smiles": "C#C.C#C"
}



# 3
{
  "formula": "C4H44B9Ca2O",
  "method": "the ωB97M-V functional and the def2-TZVPD basis",
  "species": ["Ca", "Ca", "B", "H", "H", "H", "H", "B", "H", "H", "H", "H", "B", "H", "H", "H", "H", "B", "H", "H", "H", "H", "B", "H", "H", "H", "H", "B", "H", "H", "H", "H", "B", "H", "H", "H", "H", "B", "H", "H", "H", "H", "B", "H", "H", "H", "H", "C", "C", "C", "O", "C", "H", "H", "H", "H", "H", "H", "H", "H"],
  "positions_angstrom": [[0.071, 2.873, -1.507], [1.025, -3.586, -0.624], [2.632, 1.706, -4.106], [2.997, 2.199, -3.218], [1.755, 2.167, -4.533], [3.449, 1.661, -4.810], [2.406, 0.683, -3.845], [-3.039, 3.602, -0.097], [-3.208, 2.648, -0.573], [-2.067, 3.649, 0.369], [-3.077, 4.318, -0.903], [-3.747, 3.846, 0.680], [-2.588, -3.594, -0.227], [-2.030, -4.501, -0.402], [-2.792, -3.132, -1.180], [-3.544, -3.891, 0.178], [-1.913, -3.015, 0.383], [5.892, 2.723, -0.286], [5.535, 3.493, -0.951], [6.252, 1.908, -0.896], [6.717, 3.126, 0.281], [5.147, 2.424, 0.435], [1.129, -0.227, 0.110], [1.416, 0.781, 0.368], [1.226, -0.880, 0.964], [0.117, -0.249, -0.261], [1.779, -0.591, -0.671], [1.687, 5.409, 0.540], [0.704, 5.659, 0.172], [2.089, 4.601, -0.052], [2.249, 6.297, 0.299], [1.746, 5.344, 1.616], [-1.955, 0.988, -3.841], [-0.965, 0.697, -3.525], [-2.057, 2.030, -3.579], [-2.082, 0.865, -4.905], [-2.621, 0.352, -3.280], [4.639, -4.488, -0.321], [5.587, -4.108, 0.027], [3.967, -4.378, 0.516], [4.271, -3.894, -1.143], [4.674, -5.541, -0.555], [0.747, -3.572, -4.177], [0.360, -2.594, -3.935], [0.896, -3.630, -5.244], [1.659, -3.739, -3.624], [0.042, -4.331, -3.876], [-2.837, -0.611, 4.249], [-3.940, 0.101, 5.041], [-4.750, -1.011, 5.714], [-3.814, -2.122, 5.859], [-2.943, -2.080, 4.739], [-1.859, -0.140, 4.349], [-3.072, -0.463, 3.195], [-4.541, 0.761, 4.415], [-3.504, 0.748, 5.803], [-5.651, -1.406, 5.246], [-5.076, -0.650, 6.689], [-3.283, -2.840, 4.037], [-1.908, -2.396, 4.873]],
  "orbital_gap_ev": 4.351,
  "charge": -5
}



What did the second record say?
{
  "formula": "C4H4",
  "method": "the ωB97M-V functional and the def2-TZVPD basis",
  "species": ["C", "C", "H", "H", "C", "C", "H", "H"],
  "positions_angstrom": [[1.794, 0.488, -0.148], [1.203, -0.490, 0.271], [2.488, 1.305, -0.458], [0.853, -1.351, 1.023], [-1.886, 0.426, 0.169], [-1.192, -0.448, -0.360], [-2.144, 1.430, 0.606], [-0.706, -1.242, -0.760]],
  "orbital_gap_ev": 10.601,
  "smiles": "C#C.C#C"
}